ORCA calculation (ωB97M-V with the def2-TZVPD basis set) on a 3-piece molecular cluster, C4H12O4 overall.

Values from the calculation:
E = -460.5347 hartree
Energy above the lowest of the compared OMol25 structures with the same formula, charge and spin = 30.1 kcal/mol
Net charge = 0
Frontier orbital gap = 0.3870 hartree
HOMO = -9.895 eV

Geometry (Å):
O 2.54276 0.28782 -1.38176
C 2.20673 0.31762 -0.22736
C 0.85496 -0.20198 0.24608
C 0.61339 0.05870 1.73269
C -0.88607 0.11321 2.07962
O -1.35874 -1.02513 2.76434
H 2.85767 0.76817 0.53799
H 0.10433 0.29696 -0.36810
H 0.87520 -1.26328 -0.01288
H 1.13389 -0.67651 2.34527
H 1.01564 1.03127 2.00057
H -1.43206 0.26048 1.14390
H -1.02964 0.97117 2.72848
H -1.56041 -1.75482 2.15968
O -2.12531 1.03409 -1.45650
H -2.80219 1.57365 -1.03443
H -2.33588 1.03076 -2.39664
O -0.61529 -0.64112 -2.95308
H -0.39898 -0.30134 -2.07854
H 0.15610 -1.11536 -3.29348

Cartesian forces (eV/Å) of the 3 atoms listed first:
O 0.1 -0.1 0.1
C -0.6 0.0 -0.3
C 1.0 0.1 0.2